{"formula": "C49H72HfN7O6PS2Se", "method": "ωB97M-V with the def2-TZVPD basis set", "elements": ["Hf", "Se", "S", "S", "P", "O", "O", "O", "O", "O", "O", "N", "N", "N", "N", "N", "N", "N", "C", "C", "C", "C", "C", "C", "C", "C", "C", "C", "C", "C", "C", "C", "C", "C", "C", "C", "C", "C", "C", "C", "C", "C", "C", "C", "C", "C", "C", "C", "C", "C", "C", "C", "C", "C", "C", "C", "C", "C", "C", "C", "C", "C", "C", "C", "C", "C", "C", "H", "H", "H", "H", "H", "H", "H", "H", "H", "H", "H", "H", "H", "H", "H", "H", "H", "H", "H", "H", "H", "H", "H", "H", "H", "H", "H", "H", "H", "H", "H", "H", "H", "H", "H", "H", "H", "H", "H", "H", "H", "H", "H", "H", "H", "H", "H", "H", "H", "H", "H", "H", "H", "H", "H", "H", "H", "H", "H", "H", "H", "H", "H", "H", "H", "H", "H", "H", "H", "H", "H", "H"], "xyz": [[1.334927, 0.970029, -0.532384], [-0.672595, -2.357408, -0.400970], [1.376321, 2.975372, -2.152959], [0.460636, -0.247660, -2.533936], [0.670025, 3.332226, 1.787901], [2.278730, -1.495354, -0.458702], [1.579859, 2.964181, 2.878807], [0.939585, 4.737682, 1.086541], [-0.865120, 3.448353, 2.225956], [0.524985, 2.254703, 0.678145], [0.961415, -0.429328, 1.546889], [-1.923974, 1.057281, -0.791456], [-1.859963, -4.589904, 0.923965], [-4.304825, 2.041395, -0.966518], [1.166538, 3.785369, -5.713982], [-1.187394, -5.075932, -1.113906], [3.442097, 1.009657, -0.484005], [-0.084326, -0.101826, -6.084467], [-1.622558, -6.260805, -0.537996], [5.450246, 2.059150, 0.457639], [1.674739, -1.621917, 1.856333], [-2.404402, -4.571334, -4.112113], [-3.345904, 2.918648, -1.632088], [-2.751547, 3.806132, 3.607113], [-1.755867, 5.700339, 2.307972], [4.562829, -0.088814, -3.850736], [0.100466, -0.076425, 2.629544], [-2.538775, 1.194791, 0.540313], [-1.290595, -4.069740, -0.204337], [4.428992, 1.787186, 3.010128], [-3.916118, 1.899365, 0.432274], [2.725598, -2.387188, -1.479234], [5.321146, -0.395980, -1.208579], [-2.454513, -6.936230, 1.643979], [-4.254329, 0.730896, -1.608930], [1.034041, 3.084977, -4.810669], [5.673717, 2.362353, 2.833929], [-1.454378, 4.436854, 3.110042], [-4.471162, -2.780773, 1.577160], [0.534960, 0.945353, -3.819566], [3.848950, 0.548417, -2.847729], [-2.078990, -8.550045, -0.121591], [0.195456, 0.406153, -5.089940], [-0.545314, 4.740235, 4.296029], [-3.683418, -3.774949, 2.435900], [2.687814, 5.822129, 2.473360], [-4.636406, -3.218236, 0.123286], [-2.185956, -3.846190, 2.122637], [-0.514206, -4.977977, -2.402879], [1.805271, 6.824216, 0.364652], [4.202487, 0.398611, -1.504047], [6.177581, 2.497292, 1.545900], [4.193446, 1.454390, 0.623643], [0.922305, 2.240946, -3.670184], [3.235175, 4.763105, 0.290464], [-2.038736, -5.951602, 0.761529], [2.170367, 5.521649, 1.067435], [6.044958, -1.006925, -2.216473], [-2.803479, 0.187841, -1.596054], [-1.150135, -4.034625, -3.423512], [2.761804, -1.861113, 0.823213], [5.660729, -0.875859, -3.543834], [3.702291, 1.326895, 1.922080], [-1.903502, 2.391752, -1.425312], [-2.457269, -8.244081, 1.183548], [-3.632302, -4.614577, -3.204832], [-1.658964, -7.565758, -1.003931], [3.047761, 1.219675, -3.110530], [3.807457, -2.515162, -1.436383], [-3.461521, 3.925216, -1.223955], [4.258332, 0.043849, -4.881065], [-0.388334, -3.844288, -4.182973], [3.620829, 6.379765, 2.399693], [-4.935810, 0.067471, -1.069627], [2.957270, 4.666771, -0.757679], [3.653396, -1.268896, 1.050466], [5.833231, 2.205874, -0.543637], [4.194598, 5.273701, 0.357793], [-4.129601, -4.767165, 2.329976], [-1.797335, -2.838259, 1.974995], [2.127480, -1.536532, 2.849945], [4.003706, 1.697645, 4.000705], [0.505596, -4.635916, -2.212460], [2.871812, 4.898525, 3.015678], [-2.251262, 6.438187, 2.938056], [-3.441576, 3.646439, 2.779887], [3.025338, -2.921463, 0.843601], [0.388500, 5.179237, 3.956328], [-0.466955, -5.985060, -2.816663], [-2.401416, 5.456151, 1.463282], [-1.661056, -4.310363, 2.963280], [2.224225, -3.351182, -1.356946], [2.717257, 0.913346, 2.074315], [-1.037688, 5.431738, 4.978532], [6.239406, 2.716611, 3.684815], [-2.543012, 2.841443, 4.070583], [-1.396556, 2.305120, -2.385306], [-1.361756, -7.824594, -2.010513], [0.970157, -2.457931, 1.862663], [-2.209294, -5.570231, -4.515420], [-4.694549, 1.338790, 0.957020], [-0.835028, 6.119491, 1.913224], [3.340899, 3.772123, 0.726972], [-3.778345, -3.479821, 3.483624], [-2.617313, -3.913950, -4.957572], [-2.754013, -9.041030, 1.851473], [-5.460941, -2.660394, 2.023912], [-5.023933, -4.237676, 0.067881], [0.677501, 0.036651, 3.550638], [-3.864503, 2.903121, 0.859882], [6.914112, -1.596311, -1.952087], [-1.370443, -3.075768, -2.953875], [-2.741787, -6.700574, 2.659367], [-3.525101, -5.358797, -2.414336], [-3.975182, -1.805633, 1.605020], [5.629421, -0.521189, -0.178301], [1.090072, 7.391089, 0.961931], [-0.301467, 3.820558, 4.826822], [-1.877611, 1.785189, 1.165913], [-3.685972, -3.178858, -0.405953], [6.225264, -1.365675, -4.325566], [-3.605062, 2.947871, -2.692379], [-4.628651, 0.841653, -2.628862], [-5.335714, -2.562343, -0.396085], [2.450300, -1.950508, -2.434037], [-4.523684, -4.864816, -3.780443], [-0.361939, 0.873249, 2.392506], [2.704641, 7.425474, 0.237661], [-1.333266, 3.061784, -0.783383], [-2.637403, 0.189907, 0.962869], [7.147025, 2.952183, 1.387052], [-3.791213, -3.638990, -2.742902], [-2.391978, 0.123975, -2.604677], [-2.101634, -9.579878, -0.450327], [-2.778412, -0.812402, -1.163403], [-3.226839, 4.458474, 4.337972], [1.972512, 6.432033, 3.026907], [1.366571, 6.620770, -0.611865], [-0.662986, -0.846806, 2.765465]], "atomic_forces_ev_per_a": [[1.16, -1.47, -0.61], [-0.49, -0.65, 0.15], [-0.21, -0.41, -0.21], [-0.05, 0.28, -0.75], [-0.63, 0.98, 0.63], [-0.17, 0.02, 0.05], [-0.02, 0.07, -0.01], [-0.17, -0.52, 0.23], [0.33, -0.02, -0.26], [0.03, 0.75, 0.62], [0.27, 0.42, -0.25], [-0.28, 0.21, 0.20], [0.07, 0.02, -0.34], [-0.23, 0.05, 0.00], [-0.05, -0.03, 0.04], [-0.14, 0.05, 0.16], [-0.32, 0.13, 0.49], [0.00, 0.06, 0.03], [-0.14, -0.15, 0.26], [-0.15, 0.09, -0.09], [0.19, -0.41, -0.12], [-0.02, 0.09, 0.18], [-0.01, -0.07, 0.06], [0.17, -0.11, -0.19], [0.11, -0.26, -0.06], [0.00, -0.11, -0.02], [-0.16, 0.14, 0.12], [-0.09, -0.01, -0.01], [0.14, 0.16, 0.14], [0.00, 0.05, 0.10], [0.06, -0.07, -0.08], [-0.10, -0.12, -0.21], [-0.14, 0.07, 0.05], [0.01, 0.06, 0.04], [0.07, 0.16, 0.02], [0.01, 0.28, -0.39], [-0.04, -0.02, 0.09], [-0.30, 0.36, 0.36], [0.02, -0.20, -0.11], [0.21, 0.24, 0.50], [0.13, 0.15, 0.20], [-0.01, -0.03, 0.00], [-0.11, -0.12, -0.48], [0.10, -0.22, -0.22], [0.02, 0.16, -0.22], [-0.30, -0.15, -0.02], [0.02, 0.10, 0.14], [-0.22, 0.08, 0.28], [0.15, 0.38, -0.22], [-0.16, -0.26, 0.08], [0.22, -0.09, -0.47], [0.03, -0.02, -0.09], [0.33, 0.15, 0.40], [-0.03, -0.36, 0.30], [-0.35, -0.07, 0.00], [0.05, -0.22, -0.17], [0.70, 0.42, -0.05], [-0.02, -0.04, 0.09], [0.04, -0.18, -0.01], [-0.20, -0.23, -0.11], [-0.07, 0.27, 0.18], [0.04, -0.01, -0.06], [0.13, 0.01, -0.30], [-0.20, 0.00, -0.03], [-0.04, 0.00, 0.01], [0.08, -0.04, -0.14], [0.03, 0.02, -0.07], [-0.03, -0.05, -0.02], [-0.01, 0.06, 0.06], [0.03, 0.02, -0.05], [0.00, 0.02, -0.01], [0.04, 0.03, 0.03], [-0.01, 0.03, -0.06], [0.02, -0.03, -0.03], [0.03, -0.02, -0.03], [0.00, -0.02, -0.04], [0.04, -0.04, -0.01], [0.02, 0.01, 0.01], [-0.03, -0.02, 0.10], [0.12, -0.09, 0.06], [0.02, 0.12, -0.03], [-0.03, 0.03, 0.01], [0.01, -0.07, 0.06], [0.04, -0.02, 0.07], [-0.03, 0.00, 0.02], [-0.03, 0.01, 0.01], [0.01, 0.02, -0.01], [0.08, 0.08, 0.07], [0.04, -0.01, 0.06], [-0.05, 0.03, 0.00], [0.06, 0.02, -0.06], [-0.01, 0.01, 0.02], [0.04, -0.08, 0.12], [-0.05, 0.02, -0.03], [0.02, -0.01, 0.02], [0.00, 0.00, 0.07], [0.09, 0.01, 0.05], [0.02, 0.03, -0.01], [-0.06, 0.12, -0.02], [0.01, 0.02, -0.09], [0.01, 0.04, 0.03], [0.02, 0.12, 0.01], [0.18, -0.05, 0.01], [0.03, -0.08, 0.03], [0.00, -0.08, -0.06], [-0.03, 0.00, 0.00], [0.03, 0.07, 0.03], [-0.01, -0.03, -0.05], [0.07, -0.01, -0.07], [-0.06, -0.04, 0.02], [0.00, -0.04, -0.04], [0.09, 0.03, 0.00], [-0.02, 0.01, 0.00], [-0.05, 0.02, 0.05], [-0.04, 0.04, 0.07], [0.02, 0.01, -0.01], [-0.02, 0.03, -0.02], [0.00, 0.00, 0.05], [0.04, -0.07, 0.05], [-0.02, 0.00, -0.08], [0.00, 0.01, -0.03], [0.01, 0.07, 0.01], [0.00, -0.07, 0.00], [0.00, -0.01, -0.05], [0.02, -0.04, 0.01], [-0.04, -0.02, 0.04], [-0.11, -0.07, 0.00], [0.01, 0.02, -0.03], [0.05, 0.01, -0.05], [0.04, 0.01, -0.01], [0.00, 0.04, -0.01], [-0.04, 0.00, 0.05], [0.04, 0.01, 0.02], [-0.01, 0.00, -0.02], [0.08, -0.01, -0.06], [-0.01, 0.02, 0.02], [-0.02, 0.00, 0.04], [0.03, 0.01, -0.04], [0.02, -0.03, -0.10]], "gap_ev": 7.3, "lumo_energy_ev": -0.008, "charge": 0, "de_lowest_kj_mol": 74.6}